Here is 4 unconnected molecules or ions with the total composition C4H17N3O4 in a non-equilibrium geometry from the OMol25 dataset. Energies are from the ωB97M-V functional and the def2-TZVPD basis.

Frontier orbital gap   9.01 eV
SMILES   NCCNCC(N)=O.O.O.O
LUMO level   0.007 hartree
Highest occupied orbital energy   -8.8 eV

Each line ends with the Löwdin charge.
Positions of all 28 atoms, in Å:
N1 -0.332 0.207 -2.496  -0.005
C1 0.300 1.225 -1.529  -0.213
C2 1.024 0.529 -0.382  -0.269
N2 0.039 0.474 0.637  -0.056
C3 0.508 -0.078 2.008  -0.056
C4 0.602 -1.729 2.165  -0.428
N3 1.118 -2.466 1.034  0.163
O1 0.581 -2.251 3.260  0.040
H1 0.256 -0.417 -2.989  0.041
H2 -1.060 -0.291 -1.930  0.021
H3 1.080 1.712 -2.155  0.122
H4 -0.378 1.773 -1.198  0.006
H5 2.101 1.069 -0.192  0.162
H6 1.275 -0.502 -0.813  0.104
H7 -0.771 0.030 0.528  0.017
H8 -0.327 0.235 2.769  0.142
H9 1.583 0.258 2.136  0.111
H10 0.981 -3.429 1.197  0.076
H11 1.050 -2.382 0.111  0.004
H12 -2.392 0.851 -2.066  0.044
H13 -3.288 1.814 -1.455  0.005
O2 -2.925 0.997 -1.233  -0.051
H14 1.418 2.968 1.090  -0.014
H15 2.095 2.238 2.121  -0.032
O3 2.211 2.907 1.523  0.017
H16 -2.205 -2.577 -1.279  0.172
H17 -2.679 -1.379 -0.293  0.010
O4 -1.863 -1.787 -0.571  -0.132